Record 1
{
  "formula": "C5H11N2",
  "method": "ωB97M-V with the def2-TZVPD basis set",
  "homo_energy_ev": -13.980,
  "spin_multiplicity": 1,
  "orbital_gap_ev": 10.25,
  "charge": 1,
  "e_above_lowest_kcal_mol": 86.34,
  "elements": ["N", "N", "C", "C", "C", "C", "C", "H", "H", "H", "H", "H", "H", "H", "H", "H", "H", "H"],
  "coordinates": [[0.8961, 0.1356, -0.2790], [3.1601, -0.0430, -0.2232], [-0.0676, 0.8511, 0.6523], [2.0328, -0.5196, 0.2587], [-1.9880, -1.3966, 0.4203], [-1.4330, 0.9309, -0.0497], [-1.7176, -0.4839, -0.5409], [-1.9073, -0.9248, -1.4996], [-2.3302, -2.3584, 0.0823], [0.3096, -0.5958, -0.5634], [-0.0971, 0.2880, 1.6211], [-1.3681, 1.6798, -0.8273], [4.0641, -0.3245, 0.1492], [-2.3375, 1.0587, 0.7003], [-1.8346, -1.3329, 1.5032], [0.5171, 1.8102, 0.8064], [0.8625, 0.7169, -1.1275], [3.2387, 0.5081, -1.0833]],
  "forces_ev_per_a": [[-1.313, 1.236, -1.266], [-0.879, -0.253, -0.432], [1.326, 1.247, 1.855], [2.720, 0.484, 1.310], [0.615, -0.132, -0.793], [-0.779, -0.822, 0.988], [-1.238, -1.348, 2.318], [0.080, 0.942, -0.933], [0.062, -0.393, 0.068], [-1.407, -2.369, -0.568], [0.127, 0.446, -1.025], [-0.532, 0.253, -0.110], [-0.436, -0.413, 0.009], [2.276, 0.705, -1.462], [-0.295, 0.505, -0.379], [-1.361, -0.750, 0.216], [1.138, 0.366, -0.171], [-0.104, 0.295, 0.374]]
}

=====

Record 2
{
  "formula": "C5H11N2",
  "method": "ωB97M-V with the def2-TZVPD basis set",
  "homo_energy_ev": [-13.856, -11.127],
  "spin_multiplicity": 1,
  "orbital_gap_ev": [10.45, 3.84],
  "charge": 1,
  "e_above_lowest_kcal_mol": 130.46,
  "elements": ["N", "N", "C", "C", "C", "C", "C", "H", "H", "H", "H", "H", "H", "H", "H", "H", "H", "H"],
  "coordinates": [[1.8174, 0.9727, 1.0672], [2.1251, -1.4655, 0.2336], [1.0879, 0.7482, -0.0846], [-2.8449, -0.3134, 0.6527], [1.5387, -0.5566, -0.8004], [0.1116, 1.5452, -0.6190], [-3.9797, -0.4734, 0.1187], [2.3689, 0.1146, 1.3794], [1.5090, 1.7639, 1.6773], [0.8388, -1.1023, -1.4077], [-4.6418, -1.2844, -0.0007], [3.0166, -1.8528, -0.0238], [-4.3976, 0.4505, -0.3821], [0.0204, 2.5592, -0.3165], [2.4418, -0.2221, -1.4682], [-2.0166, 0.1647, 0.9291], [1.5290, -2.1841, 0.4718], [-0.5246, 1.1355, -1.4265]],
  "forces_ev_per_a": [[-2.247, 0.180, -1.646], [1.142, 2.450, -0.976], [2.434, -2.030, 1.763], [-1.370, -2.429, -0.095], [3.023, 0.255, 0.826], [-0.744, -0.131, -0.793], [-1.170, 2.539, -1.510], [-0.751, 1.061, -0.373], [0.795, -1.086, -0.592], [-0.707, 0.480, -0.273], [-0.353, -1.267, 0.291], [0.124, -0.054, -0.240], [0.160, -0.654, 0.294], [-0.393, 0.696, 0.237], [-1.809, -0.524, 0.927], [2.872, 1.844, 1.004], [-1.559, -1.798, 0.605], [0.551, 0.467, 0.550]]
}

=====

Record 3
{
  "formula": "C5H11N2",
  "method": "ωB97M-V with the def2-TZVPD basis set",
  "homo_energy_ev": -13.967,
  "spin_multiplicity": 1,
  "orbital_gap_ev": 9.31,
  "charge": 1,
  "e_above_lowest_kcal_mol": 146.39,
  "elements": ["N", "N", "C", "C", "C", "C", "C", "H", "H", "H", "H", "H", "H", "H", "H", "H", "H", "H"],
  "coordinates": [[-1.3079, -0.2938, 0.4027], [1.6807, -0.9336, 0.7597], [-2.0596, 0.3077, 1.2341], [1.7499, 1.3102, -0.4819], [1.7391, -0.2247, -0.5386], [0.6822, -1.1792, -0.2598], [-1.9943, -1.1139, -0.5794], [-2.0685, -0.5650, -1.5639], [1.4255, -0.3717, 1.5079], [2.2538, -0.8387, -1.3760], [-2.8742, -1.3823, -0.1472], [-1.8002, 1.0273, 1.9523], [2.7159, 1.7468, -0.2996], [1.4270, 1.6199, -1.5246], [1.0096, 1.5536, 0.2189], [-3.1219, 0.1298, 1.3724], [2.3479, -1.6819, 1.1433], [-1.2223, -1.8734, -0.8075]],
  "forces_ev_per_a": [[0.089, 1.128, 0.148], [3.463, -2.445, 0.612], [-0.088, -0.775, -0.261], [-0.013, -1.535, -2.961], [0.644, 0.049, -1.230], [-1.806, -0.137, -0.526], [3.632, 0.652, -2.082], [-0.337, -0.247, 1.196], [-0.850, 1.639, 1.589], [-0.046, 1.254, 1.514], [-2.727, -1.322, 0.428], [1.515, 0.822, 0.856], [0.336, -0.052, 0.283], [0.227, -0.080, 1.330], [-0.963, 0.841, 0.988], [-0.363, -0.419, -0.863], [-1.286, 1.011, -1.152], [-1.426, -0.383, 0.132]]
}

=====

Record 4
{
  "formula": "C5H11N2",
  "method": "ωB97M-V with the def2-TZVPD basis set",
  "homo_energy_ev": -14.702,
  "spin_multiplicity": 1,
  "orbital_gap_ev": 10.53,
  "charge": 1,
  "e_above_lowest_kcal_mol": 36.61,
  "elements": ["N", "N", "C", "C", "C", "C", "C", "H", "H", "H", "H", "H", "H", "H", "H", "H", "H", "H"],
  "coordinates": [[0.9451, 0.3756, 0.2382], [-0.2617, -1.5496, -0.3403], [1.6252, -0.8978, -1.7557], [-1.2791, -1.8256, -0.9669], [-1.1835, 1.2197, 1.4132], [0.1729, 0.4796, 1.4522], [0.7770, -0.6222, -0.6042], [2.3547, -0.1583, -1.8177], [-1.2784, 1.8718, 2.3269], [-1.6863, -1.0710, -1.6064], [-2.0329, -2.5346, -0.6462], [1.7051, 1.0130, -0.0563], [-2.0181, 0.5115, 1.3543], [0.8971, 1.1750, 2.1189], [-1.2358, 1.7893, 0.4607], [0.9762, -0.9774, -2.6651], [2.2097, -1.9523, -1.6757], [0.1960, -0.4885, 1.9393]],
  "forces_ev_per_a": [[0.480, -1.203, -2.502], [4.834, 1.009, 1.387], [0.217, -3.298, -0.696], [-2.930, 1.283, -0.169], [0.114, -0.151, -0.438], [2.051, 3.170, 2.929], [-3.015, -1.487, 1.155], [1.307, 1.282, -0.581], [-0.049, -0.657, -1.199], [-0.161, 0.180, -1.386], [0.582, -0.802, 0.103], [-0.699, -0.313, 0.907], [0.140, 0.135, 0.275], [-1.653, -1.692, -1.259], [0.035, 0.128, 0.833], [0.674, 0.193, 0.634], [-1.574, 2.392, 0.076], [-0.351, -0.169, -0.069]]
}

=====

Record 5
{
  "formula": "C5H11N2O",
  "method": "ωB97M-V with the def2-TZVPD basis set",
  "homo_energy_ev": [-1.975, -1.978],
  "spin_multiplicity": 1,
  "orbital_gap_ev": [5.98, 5.99],
  "charge": -1,
  "e_above_lowest_kcal_mol": 78.95,
  "elements": ["O", "N", "N", "C", "C", "C", "C", "C", "H", "H", "H", "H", "H", "H", "H", "H", "H", "H", "H"],
  "coordinates": [[-0.1368, -0.8963, -2.1079], [-0.6456, -0.9300, -0.9313], [0.2446, -2.0702, 0.3389], [1.1172, 0.2518, 0.3299], [-0.3876, 0.3730, -0.1373], [1.2722, -1.1731, 0.9229], [-1.4761, 0.3778, 0.8419], [-0.3689, 1.5700, -1.1158], [-1.3239, 1.7956, -1.4202], [-1.6379, 1.1052, 1.6935], [0.6446, -2.4970, -0.5114], [-2.3651, 0.3616, 0.2860], [0.1244, 2.4570, -0.7609], [0.0080, 1.1785, -2.0384], [0.9749, -1.3377, 2.0325], [1.3161, 1.1717, 1.0791], [2.3661, -1.5760, 0.7180], [1.8547, 0.4409, -0.4676], [-1.5809, -0.6029, 1.2482]],
  "forces_ev_per_a": [[0.789, -0.562, 0.580], [-1.450, 0.409, 0.217], [0.669, 0.870, -2.209], [-0.613, 1.553, 2.435], [3.459, 0.418, -1.864], [0.474, -1.589, 0.890], [-0.803, 0.267, 2.302], [0.518, -1.486, 0.620], [-2.726, 0.922, -0.271], [0.878, -0.338, -1.067], [-0.125, 0.051, 0.605], [-1.499, 0.630, -1.061], [0.383, 0.269, 0.247], [1.118, -0.075, -0.416], [1.248, 1.201, -1.303], [-0.253, -2.070, -1.099], [-1.888, 0.779, 0.713], [-0.702, -0.311, -0.111], [0.523, -0.937, 0.791]]
}

=====

Record 6
{
  "formula": "C5H11N2O",
  "method": "ωB97M-V with the def2-TZVPD basis set",
  "homo_energy_ev": -2.266,
  "spin_multiplicity": 1,
  "orbital_gap_ev": 4.62,
  "charge": -1,
  "e_above_lowest_kcal_mol": 138.28,
  "elements": ["O", "N", "N", "C", "C", "C", "C", "C", "H", "H", "H", "H", "H", "H", "H", "H", "H", "H", "H"],
  "coordinates": [[3.4495, 0.5910, -0.5069], [-1.2718, -0.7091, -0.8076], [-2.7095, 1.3492, -0.0131], [2.1374, 0.5514, -0.3018], [0.4584, -1.0309, 1.0222], [-2.4713, 0.3411, -0.8443], [1.6658, -0.8707, 0.0598], [-0.7276, -0.1888, 0.5094], [1.5031, 0.9396, -1.0531], [2.5389, -1.2981, 0.5770], [-1.5222, -0.2522, 1.2635], [1.8287, 1.3512, 0.5310], [0.8083, -0.7346, 1.9897], [-3.4421, 0.1144, -1.4598], [1.5883, -1.4496, -0.8705], [-1.9707, 2.0119, -0.1810], [-0.4311, 0.8635, 0.3639], [-1.4755, 0.4902, -1.3411], [0.0433, -2.0696, 1.0629]],
  "forces_ev_per_a": [[0.253, 0.049, -0.611], [-2.472, 3.961, 1.236], [-0.556, -0.567, -2.629], [0.958, 0.759, 2.566], [-0.518, -0.276, -2.755], [-5.070, -1.141, 1.493], [0.363, -0.849, 0.876], [1.735, -0.673, 0.422], [-1.107, 0.451, -2.093], [-0.116, 0.073, -0.169], [-0.226, 0.373, -0.245], [-0.031, -1.120, -0.021], [-0.291, 0.371, 0.725], [2.228, -0.840, 0.681], [-0.348, 0.077, 0.133], [1.012, 0.364, 1.695], [0.200, -0.699, 0.531], [3.290, -0.744, -2.002], [0.696, 0.430, 0.165]]
}

=====

Record 7
{
  "formula": "C5H11N2O",
  "method": "ωB97M-V with the def2-TZVPD basis set",
  "homo_energy_ev": [-8.213, -8.082],
  "spin_multiplicity": 2,
  "orbital_gap_ev": [9.00, 6.45],
  "e_above_lowest_kcal_mol": 57.07,
  "elements": ["O", "N", "N", "C", "C", "C", "C", "C", "H", "H", "H", "H", "H", "H", "H", "H", "H", "H", "H"],
  "coordinates": [[0.8103, -1.7811, 0.1637], [-0.9512, 0.0641, -1.0979], [1.2594, -0.0880, -1.5913], [-0.1541, 0.7570, -0.1726], [-0.5948, 1.0354, 1.2646], [1.1577, 0.8691, -0.5623], [-0.0272, -0.1912, -2.2786], [-0.7216, -0.2778, 2.1084], [-1.6826, -0.7709, 1.9663], [-0.2301, -1.1067, -2.7510], [1.9935, 1.5016, -0.2379], [0.1767, -0.9032, 1.8354], [-0.7846, -0.1316, 3.2016], [1.4310, -0.9261, -0.9735], [0.2762, 1.5272, 1.6668], [-1.4691, 1.6267, 1.3570], [-0.1359, 0.6411, -2.9397], [1.4248, -2.4235, 0.4163], [-1.7783, 0.5779, -1.3752]],
  "forces_ev_per_a": [[-0.837, 1.836, -1.101], [0.887, 0.523, -0.432], [1.224, 1.665, -1.790], [-0.961, 0.291, 1.425], [1.043, -1.212, -0.320], [-1.401, -0.642, -1.602], [0.305, 1.313, 3.449], [0.345, -0.142, 0.026], [0.224, -0.357, -0.803], [0.032, -1.259, -0.337], [-0.474, -0.877, 0.369], [-1.362, 0.276, 0.373], [0.567, 0.685, -0.387], [-0.049, -2.112, 0.555], [0.015, 0.733, 0.356], [-0.850, 0.748, -0.021], [0.090, 0.520, -0.771], [1.541, -1.817, 0.551], [-0.340, -0.172, 0.463]]
}

=====

Record 8
{
  "formula": "C5H11N2O",
  "method": "ωB97M-V with the def2-TZVPD basis set",
  "homo_energy_ev": -13.200,
  "spin_multiplicity": 1,
  "orbital_gap_ev": 4.72,
  "charge": 1,
  "e_above_lowest_kcal_mol": 205.85,
  "elements": ["O", "N", "N", "C", "C", "C", "C", "C", "H", "H", "H", "H", "H", "H", "H", "H", "H", "H", "H"],
  "coordinates": [[1.4584, 1.2491, -0.8743], [-2.9124, -1.4451, -0.2836], [2.9999, 0.7640, 0.6662], [-0.2237, -0.7924, -0.2667], [1.8250, 0.4293, -0.0270], [1.1550, -0.7647, 0.2920], [-1.1149, 0.2207, 0.4290], [-2.5720, 0.1948, -0.0473], [-0.6900, -1.7650, -0.0623], [-0.2064, -0.9021, -1.3230], [3.4172, 1.7106, 0.5591], [3.1187, 0.4905, 1.6659], [-3.9300, -1.4314, -0.4291], [-3.2228, 0.3794, 0.7965], [-2.7125, 1.1044, -0.6622], [-2.3528, -0.5778, -1.0613], [-0.7158, 1.2073, -0.0011], [1.5057, -1.4789, 1.0241], [-0.9068, 0.3113, 1.5299]],
  "forces_ev_per_a": [[-0.770, -1.762, 0.241], [1.938, 3.549, -2.074], [-0.322, -0.502, 1.893], [1.298, -4.051, 1.748], [4.246, 5.168, -0.619], [-3.668, -0.589, -0.494], [0.986, 4.218, -0.162], [0.043, 0.058, 3.701], [0.249, -0.088, 0.626], [0.169, 1.454, -1.523], [-0.845, -0.926, -0.559], [-0.114, -0.279, -1.273], [0.319, 0.265, -0.618], [-0.003, 0.282, 0.269], [-0.323, -0.936, -0.871], [-2.377, -4.029, -0.348], [-0.387, -1.058, 0.938], [0.196, -0.135, 0.090], [-0.637, -0.637, -0.963]]
}

=====

Record 9
{
  "formula": "C5H11N2O",
  "method": "ωB97M-V with the def2-TZVPD basis set",
  "homo_energy_ev": [-11.205, -11.205],
  "spin_multiplicity": 1,
  "orbital_gap_ev": [7.16, 7.16],
  "charge": 1,
  "e_above_lowest_kcal_mol": 94.87,
  "elements": ["O", "N", "N", "C", "C", "C", "C", "C", "H", "H", "H", "H", "H", "H", "H", "H", "H", "H", "H"],
  "coordinates": [[-2.7666, -0.4525, -0.1481], [1.8216, 0.0083, -0.1348], [-0.5439, -0.8624, -0.3371], [0.8325, -0.9173, -0.1927], [-3.7740, 0.4972, 0.1930], [3.0855, -0.5233, 0.3788], [1.8985, 1.2686, -0.4869], [-1.5239, -0.0580, 0.0057], [-4.7052, -0.0554, 0.3074], [3.8801, -0.3571, -0.3443], [1.1785, -1.9350, -0.1732], [1.0446, 1.7836, -0.8901], [3.3436, -0.0028, 1.3013], [-3.8817, 1.2334, -0.6061], [2.8148, 1.7965, -0.3340], [-3.5223, 0.9971, 1.1304], [-0.9013, -1.7663, -0.6553], [3.0179, -1.5852, 0.5988], [-1.2987, 0.9306, 0.3870]],
  "forces_ev_per_a": [[1.023, -0.432, -0.115], [-0.502, 0.667, -0.526], [-1.470, 0.382, 0.030], [0.935, -0.880, 0.332], [-0.670, 0.610, 0.158], [0.950, -0.525, 0.426], [-1.066, -0.123, 0.160], [0.881, 0.095, -0.356], [0.195, 0.020, -0.016], [-0.111, 0.019, -0.087], [-0.008, 0.073, 0.093], [-0.163, -0.046, -0.055], [-0.154, -0.028, -0.069], [0.038, -0.103, 0.035], [0.283, 0.044, 0.091], [-0.057, -0.077, -0.042], [0.084, 0.166, -0.009], [-0.130, 0.094, -0.090], [-0.058, 0.045, 0.041]]
}

=====

Record 10
{
  "formula": "C5H11N2O",
  "method": "ωB97M-V with the def2-TZVPD basis set",
  "homo_energy_ev": -12.681,
  "spin_multiplicity": 1,
  "orbital_gap_ev": 5.20,
  "charge": 1,
  "e_above_lowest_kcal_mol": 94.41,
  "elements": ["O", "N", "N", "C", "C", "C", "C", "C", "H", "H", "H", "H", "H", "H", "H", "H", "H", "H", "H"],
  "coordinates": [[1.3053, 1.0684, 0.2910], [1.9820, 0.2328, 2.2662], [-1.5212, 1.7810, -1.0658], [1.3917, 0.1394, 1.0484], [0.7439, -1.1668, 0.7347], [-0.4133, -0.3242, -1.3257], [0.0020, -1.4795, -0.3939], [-1.5229, 0.4801, -0.5825], [2.5123, -0.5353, 2.6485], [0.5307, -1.7772, 1.6153], [-1.2500, 0.4601, 0.4884], [-0.6902, 2.3578, -1.0424], [-0.8426, -0.7390, -2.2381], [-2.3408, 2.1493, -1.5038], [0.6808, -2.1487, -0.9821], [0.4601, 0.3102, -1.5187], [-2.5073, 0.0613, -0.7304], [2.3877, 1.1604, 2.4249], [-0.9082, -2.0302, -0.1340]],
  "forces_ev_per_a": [[-0.359, 0.841, -0.551], [0.373, 0.494, -0.038], [-0.113, 0.818, -0.255], [1.348, -0.273, 0.261], [-1.202, 0.405, 2.146], [0.450, -0.520, -0.183], [-0.998, 0.446, -1.631], [0.941, 0.275, 0.070], [-0.264, -0.156, 0.181], [0.577, -0.253, -0.087], [-0.116, -0.266, 0.245], [-0.259, -0.258, 0.007], [0.284, 0.105, -0.106], [-0.037, 0.231, -0.064], [-0.115, -0.075, -0.083], [-0.660, -0.220, -0.233], [-0.169, -0.340, 0.145], [-0.146, -0.544, 0.049], [0.467, -0.708, 0.128]]
}